{"formula": "C15H50F3Hf2N2O23S3", "method": "the ωB97M-V functional and the def2-TZVPD basis", "charge": 3, "gap_ev": 0.9705, "e_lumo_ev": -12.52, "e_homo_ev": -13.490, "symbols": ["Hf", "Hf", "S", "O", "O", "O", "O", "S", "O", "O", "O", "O", "C", "F", "F", "F", "S", "O", "O", "O", "C", "O", "C", "C", "N", "C", "C", "O", "C", "H", "H", "H", "H", "H", "H", "H", "H", "H", "H", "H", "H", "H", "H", "H", "C", "O", "C", "C", "N", "C", "C", "O", "C", "H", "H", "H", "H", "H", "H", "H", "H", "H", "H", "H", "H", "H", "H", "H", "O", "H", "H", "O", "H", "H", "O", "H", "H", "O", "H", "H", "O", "H", "H", "O", "H", "H", "O", "H", "H", "C", "C", "O", "H", "H", "H", "H", "H", "H"], "positions_angstrom": [[-7.684, -1.566, -5.022], [-8.916, 2.179, 3.482], [-11.020, -1.725, -0.944], [-10.756, -0.844, 0.186], [-10.925, -0.900, -2.128], [-9.788, -2.429, -1.339], [-12.268, -2.475, -0.844], [-4.306, -0.244, -0.062], [-3.297, 0.745, -0.035], [-3.947, -1.433, 0.704], [-5.499, 0.416, 0.545], [-4.734, -0.597, -1.391], [-10.568, 5.439, -3.942], [-10.962, 6.597, -3.325], [-11.559, 4.532, -3.921], [-10.228, 5.681, -5.232], [-9.012, 4.714, -2.995], [-8.090, 5.861, -3.121], [-9.512, 4.503, -1.632], [-8.567, 3.523, -3.718], [3.697, 4.337, 1.756], [4.982, 3.947, 1.277], [6.134, 4.520, 1.907], [6.764, 3.687, 3.019], [5.915, 3.741, 4.200], [6.273, 2.722, 5.241], [5.793, 1.302, 4.725], [4.446, 1.404, 4.376], [3.952, 0.224, 3.691], [2.948, 3.725, 1.252], [3.510, 5.384, 1.519], [3.455, 4.136, 2.799], [5.971, 5.572, 2.142], [6.869, 4.560, 1.104], [7.771, 4.079, 3.165], [6.693, 2.699, 2.564], [4.934, 3.634, 3.985], [6.031, 3.054, 6.250], [7.341, 2.558, 5.381], [6.008, 0.543, 5.477], [6.302, 0.876, 3.860], [4.649, -0.129, 2.930], [2.930, 0.320, 3.323], [3.914, -0.463, 4.536], [9.438, -3.170, -2.125], [9.863, -1.844, -2.370], [8.954, -1.334, -3.369], [7.864, -0.527, -2.770], [7.023, 0.195, -3.730], [6.123, -0.605, -4.582], [5.032, -1.444, -3.754], [4.317, -2.218, -4.718], [3.038, -2.771, -4.368], [8.398, -3.358, -2.391], [9.611, -3.394, -1.072], [10.031, -3.935, -2.627], [8.658, -2.088, -4.098], [9.615, -0.705, -3.965], [8.376, 0.272, -2.234], [7.149, -0.938, -2.057], [6.583, 0.989, -3.287], [6.527, -1.399, -5.210], [5.683, -0.032, -5.398], [4.340, -0.741, -3.292], [5.574, -2.162, -3.138], [2.975, -3.387, -3.472], [2.730, -3.316, -5.261], [2.222, -2.048, -4.338], [-5.316, -5.406, -4.075], [-4.810, -5.441, -3.263], [-5.306, -6.305, -4.403], [-4.735, 3.160, 4.800], [-4.218, 2.634, 5.411], [-4.245, 3.977, 4.713], [-4.623, 0.766, -7.147], [-3.934, 1.136, -6.595], [-4.589, 1.284, -7.952], [-7.177, -1.454, 5.101], [-7.592, -2.111, 5.659], [-6.386, -1.882, 4.773], [-2.410, -5.880, -0.611], [-2.678, -5.069, -0.178], [-1.624, -6.155, -0.138], [-1.615, 2.596, -4.209], [-1.537, 2.495, -3.261], [-1.251, 3.463, -4.389], [-3.799, 5.356, 0.517], [-3.173, 4.655, 0.340], [-4.297, 5.445, -0.296], [-3.207, -6.463, 6.797], [-3.323, -6.278, 5.363], [-4.389, -5.537, 5.063], [-2.215, -6.868, 7.000], [-3.920, -7.113, 7.304], [-3.507, -5.553, 7.315], [-3.353, -7.247, 4.866], [-2.518, -5.612, 5.051], [-4.023, -5.044, 4.324]], "forces_ev_per_a": [[0.175, 0.197, 0.051], [0.318, -0.144, -0.039], [-3.320, -0.286, 4.363], [0.190, -0.727, 0.196], [0.371, 1.036, -3.390], [0.769, -0.633, -0.645], [2.140, 0.694, -0.557], [-1.484, -0.542, 1.461], [2.651, 1.313, -0.434], [-0.179, 0.293, 0.310], [-0.667, -0.921, 0.166], [-0.498, -0.114, -1.512], [0.797, -0.048, 0.313], [0.505, -1.784, -1.038], [0.413, 0.745, 0.047], [-0.425, -0.043, 1.407], [-1.059, 2.400, -0.507], [-0.545, -1.590, 0.340], [0.641, -0.323, -0.979], [-0.249, 0.278, 0.494], [-0.231, -0.041, -0.431], [0.012, -0.298, 1.029], [-0.094, 0.518, -1.499], [-2.022, 1.307, -0.329], [1.861, -1.956, 0.951], [0.595, -0.382, -1.135], [-0.442, 0.336, 0.607], [-1.093, 0.301, -1.031], [0.472, 0.089, 2.009], [0.236, 0.060, -0.454], [-0.035, 0.088, 0.146], [0.597, 0.163, 0.369], [-0.247, 0.009, 0.543], [0.142, -0.129, -0.047], [0.040, -0.515, 0.457], [0.633, -0.575, 0.219], [-0.200, 0.152, -0.074], [-1.158, -0.374, -0.189], [0.389, 0.601, -0.721], [-0.334, 0.027, 0.660], [0.798, 0.822, -0.358], [-0.036, 0.106, -0.134], [0.280, 0.614, -0.071], [-0.116, -0.914, -0.491], [0.619, -1.019, 1.344], [-2.006, -0.352, -1.230], [2.473, -0.476, -0.815], [-0.734, 2.621, -0.194], [-0.660, -2.265, -0.661], [-0.210, -0.226, -0.053], [-0.773, 0.032, -1.673], [0.228, 0.210, 0.558], [-0.416, 0.429, -1.058], [-0.112, 0.182, 0.181], [-0.267, 0.119, 0.161], [0.244, 0.249, -0.568], [-0.307, -0.371, 0.369], [-0.371, 0.650, -0.027], [-0.026, 0.002, 0.419], [0.257, -1.066, 0.318], [-0.064, 0.295, -0.370], [1.275, -0.061, 0.545], [-0.527, 0.681, 0.701], [0.130, -0.205, 0.701], [0.024, 0.403, 0.629], [0.572, -0.032, 0.000], [0.410, -0.551, 0.207], [0.283, 0.750, 0.490], [-0.264, 0.471, -0.122], [0.209, -0.052, 0.256], [-0.014, -0.270, -0.140], [-0.420, -0.173, -0.172], [0.116, -0.167, 0.198], [0.101, 0.296, -0.085], [-0.348, -0.366, 0.243], [0.259, 0.138, 0.193], [-0.040, 0.126, -0.282], [-0.190, 0.508, -0.228], [-0.148, -0.202, 0.215], [0.245, -0.130, -0.073], [-0.174, 0.013, -0.245], [-0.081, 0.206, 0.133], [0.212, -0.180, 0.088], [-0.127, -0.232, -0.143], [-0.003, -0.056, 0.243], [0.085, 0.260, -0.128], [-0.055, 0.005, 0.268], [0.180, -0.169, -0.018], [-0.167, 0.136, -0.235], [-0.213, -0.539, 2.452], [2.266, -1.324, 0.151], [-3.456, 2.387, -1.727], [0.045, 0.405, 0.551], [-0.163, -0.754, -0.722], [1.048, 0.527, 0.003], [0.449, -0.117, -0.412], [1.255, -0.980, -0.080], [-1.239, 0.425, -0.229]], "mulliken_charge": [1.417, 1.404, 1.260, -0.458, -0.268, -0.296, -0.425, 1.277, -0.416, -0.400, -0.396, -0.460, 0.620, -0.193, -0.203, -0.195, 1.086, -0.493, -0.534, -0.515, -0.705, -0.285, -0.823, -0.061, -0.098, -0.739, -0.568, -0.291, -0.772, 0.242, 0.334, 0.269, 0.379, 0.386, 0.367, 0.174, 0.243, 0.362, 0.347, 0.493, 0.376, 0.317, 0.243, 0.344, -0.647, -0.361, -0.613, -0.389, -0.105, -0.857, -0.166, -0.308, -0.760, 0.274, 0.256, 0.284, 0.459, 0.333, 0.327, 0.376, 0.317, 0.318, 0.435, 0.335, 0.250, 0.306, 0.301, 0.317, -0.672, 0.331, 0.332, -0.661, 0.326, 0.330, -0.669, 0.327, 0.330, -0.662, 0.336, 0.318, -0.621, 0.306, 0.317, -0.630, 0.306, 0.330, -0.631, 0.310, 0.321, -1.186, -0.069, -0.485, 0.313, 0.316, 0.311, 0.221, 0.259, 0.320]}